# 1
Computed, not measured: a molecular structure, C35H46Cl2GaN3P, with ωB97M-V/def2-TZVPD.

HOMO, eV: -2.0
Lowest unoccupied orbital energy, eV: 1.205
Kohn-Sham gap, eV: 3.20
Total charge: -1

```
88
Properties=species:S:1:pos:R:3:forces:R:3:lowdin_charge:R:1
P -0.147319 0.802854 -2.494524 0.0 -0.4 0.9 1.055
C -1.774725 0.306244 -3.271675 0.5 0.5 0.1 -0.435
C -2.265932 1.126284 -4.465864 -0.2 -0.2 0.0 -0.214
C -3.706407 0.712533 -4.799182 0.1 0.1 0.0 -0.205
C -3.874471 -0.799450 -4.993607 0.0 -0.1 0.0 -0.213
C -3.238570 -1.640640 -3.881445 0.1 0.2 0.0 -0.199
C -1.807041 -1.195020 -3.575627 -0.2 0.0 0.0 -0.222
C 1.247488 0.198445 -3.572182 -0.6 0.3 0.1 -0.441
C 1.135569 0.559257 -5.050878 0.4 -0.1 -0.1 -0.213
C 2.448713 0.185989 -5.757780 -0.1 0.1 0.0 -0.206
C 2.859732 -1.273418 -5.524589 0.0 -0.1 0.0 -0.211
C 2.808005 -1.702323 -4.053781 -0.1 0.1 0.1 -0.197
C 1.490631 -1.304724 -3.391726 0.1 0.0 0.1 -0.207
C -0.067271 2.652572 -2.667557 -0.2 -0.3 -0.8 -0.466
C -1.214874 3.280447 -1.859786 0.2 0.0 0.1 -0.236
C -1.157596 4.811007 -1.877035 0.0 -0.1 -0.1 -0.205
C 0.207919 5.357595 -1.446213 -0.1 -0.1 0.1 -0.213
C 1.366357 4.696113 -2.196778 -0.1 -0.1 -0.1 -0.207
C 1.292641 3.167027 -2.177120 -0.1 0.0 0.1 -0.230
H -2.458699 0.492899 -2.419622 0.1 -0.1 -0.3 0.107
H -1.608973 0.957680 -5.331664 -0.2 0.0 0.1 0.102
H -2.230162 2.202297 -4.247677 0.0 -0.2 -0.1 0.091
H -4.033026 1.242368 -5.701321 -0.1 -0.1 0.1 0.100
H -4.353926 1.037169 -3.972915 0.0 0.0 -0.1 0.111
H -4.940732 -1.040423 -5.057029 0.0 0.0 -0.1 0.099
H -3.428100 -1.090150 -5.952342 0.0 0.0 0.0 0.107
H -3.833553 -1.548598 -2.962756 0.0 0.0 -0.1 0.114
H -3.228782 -2.700358 -4.164921 -0.1 0.1 0.1 0.108
H -1.406824 -1.763616 -2.725583 0.0 0.2 -0.2 0.073
H -1.169587 -1.407824 -4.446279 -0.2 0.1 0.1 0.100
H 2.122635 0.726159 -3.150260 -0.2 -0.2 -0.1 0.100
H 3.240990 0.846499 -5.380319 -0.1 0.0 0.0 0.109
H 0.923498 1.631524 -5.182511 0.1 -0.2 0.0 0.102
H 0.298490 0.008348 -5.507140 0.2 0.1 0.1 0.100
H 2.344746 0.379694 -6.832031 0.2 0.0 0.0 0.100
H 3.872008 -1.432123 -5.911808 -0.1 0.0 -0.1 0.099
H 2.194890 -1.925556 -6.104108 0.0 0.0 0.0 0.108
H 2.939828 -2.787716 -3.967430 0.1 0.2 0.0 0.110
H 3.630097 -1.229970 -3.500335 0.0 0.0 -0.1 0.113
H 1.492638 -1.569125 -2.326454 0.0 0.1 -0.3 0.076
H 0.670038 -1.871812 -3.847740 0.2 0.1 0.1 0.101
H -0.189465 2.880690 -3.744076 0.0 0.4 0.3 0.098
H -2.192806 2.947856 -2.236283 0.2 0.0 0.1 0.099
H -1.151570 2.915921 -0.823000 0.0 0.1 -0.3 0.049
H -1.376182 5.158179 -2.894908 0.0 0.0 0.0 0.108
H -1.948285 5.199618 -1.225059 0.1 0.1 -0.1 0.103
H 0.334910 5.195305 -0.368877 0.0 0.0 -0.1 0.111
H 0.234118 6.440241 -1.610511 0.0 0.0 0.1 0.099
H 2.324211 5.011819 -1.770077 -0.1 0.1 -0.1 0.103
H 1.348606 5.031960 -3.240490 0.0 0.0 0.0 0.108
H 2.106648 2.758906 -2.790622 -0.2 0.1 0.1 0.099
H 1.455731 2.788482 -1.157081 0.0 0.1 -0.2 0.056
Ga -0.178490 -0.384750 0.552890 -0.1 -1.8 -2.2 -0.302
Cl 1.801864 0.576928 0.260841 0.5 0.3 0.5 0.153
Cl -1.829215 1.025834 0.850114 -0.4 0.4 0.4 0.184
C -0.577936 -2.025806 -0.463233 -0.2 0.4 0.6 -0.251
H -1.629413 -2.165136 -0.744870 0.1 0.0 0.3 0.002
C 0.207122 -3.198805 -0.457255 -0.1 0.7 0.3 -0.398
C 1.639089 -3.117067 -0.309555 0.1 -0.5 0.2 -0.147
C 2.420054 -4.262601 -0.216886 -0.4 0.1 0.0 -0.151
C 1.831512 -5.534110 -0.284167 0.2 -0.4 0.1 -0.182
C 0.436398 -5.649150 -0.439123 0.1 0.5 -0.2 -0.154
C -0.360415 -4.520242 -0.554248 0.5 -0.1 -0.1 -0.091
H 2.102943 -2.127437 -0.252686 -0.1 -0.3 0.0 0.049
H 3.501276 -4.171755 -0.074049 -0.3 0.0 -0.1 0.086
H -0.021146 -6.640422 -0.462329 0.1 0.2 -0.1 0.081
H -1.441553 -4.601366 -0.678309 0.2 0.0 0.1 0.089
H 2.450191 -6.429932 -0.218085 -0.1 0.2 0.0 0.064
N -0.593406 1.669647 10.989255 0.4 -0.7 -2.2 0.144
C -0.380786 1.331452 9.890564 -0.3 0.7 2.1 -0.183
C -0.146731 0.902587 8.540423 0.1 -0.1 -0.3 -0.242
C -1.006627 1.332968 7.522462 0.1 -0.2 -0.6 -0.011
C -0.849237 0.851441 6.218539 0.1 0.0 0.7 0.015
C 0.166127 -0.075052 5.955711 -0.2 0.0 0.1 -0.172
C 1.064313 -0.469778 6.950019 -0.2 0.4 0.5 0.006
C 0.911185 0.031886 8.245291 -0.1 -0.2 -0.5 -0.013
N 0.266136 -0.636544 4.670860 0.2 -0.5 -0.1 -0.014
C 0.975492 -1.793298 4.324495 -0.2 0.4 -0.1 -0.018
C 0.855112 -1.943944 2.985295 -0.5 0.9 0.0 -0.035
N 0.089525 -0.880830 2.492125 -0.1 0.2 1.9 -0.012
C -0.276697 -0.135947 3.534982 0.9 -0.9 -0.9 -0.101
H -1.807644 2.034845 7.746898 0.2 -0.2 0.0 0.124
H -1.527243 1.162071 5.423026 0.2 -0.1 0.4 0.116
H 1.880013 -1.150995 6.713016 -0.2 0.2 0.1 0.111
H 1.607076 -0.264178 9.024611 -0.2 0.0 -0.1 0.121
H 1.499096 -2.388406 5.045050 -0.1 -0.1 0.1 0.110
H 1.247301 -2.720261 2.349726 0.0 0.1 -0.2 0.117
H -0.865245 0.767319 3.512081 0.1 -0.1 -0.3 0.105
```
Forces are in eV/Å.

---

# 2
Computed, not measured: C5H13NO in the gas phase, with ωB97M-V/def2-TZVPD.

HOMO, eV: -8.6
SMILES string: CC[C@H](CO)NC
Lowest unoccupied orbital energy, eV: 0.996
ΔE to the lowest compared entry with this formula, charge and spin, kJ/mol: 177.9
Kohn-Sham gap, eV: 9.63
Total charge: 0

```
20
Properties=species:S:1:pos:R:3:forces:R:3:lowdin_charge:R:1
C -1.230596 1.633031 0.765441 -1.5 -1.6 1.1 -0.109
C -0.774394 0.832622 -0.434762 0.7 -0.5 -2.6 -0.225
C 0.488227 -0.050988 -0.371425 -1.4 -0.7 0.6 -0.368
C 1.011241 -0.592066 -1.693575 1.2 1.9 0.1 -0.221
O 1.607517 0.465865 -2.457308 -0.5 0.1 -0.8 -0.083
N 0.216102 -1.325736 0.305559 0.5 -0.6 2.6 -0.101
C 0.023991 -1.305531 1.776421 0.1 0.4 -0.6 -0.118
H -0.652023 1.474849 1.667003 1.0 0.4 -0.1 0.052
H -2.160018 1.127930 1.178740 0.4 1.1 -0.8 0.088
H -1.367255 2.692665 0.550087 -0.2 -0.2 0.2 0.070
H -0.582692 1.496536 -1.299178 -0.1 0.1 0.4 0.110
H -1.517851 0.125992 -0.857922 -0.2 0.5 0.5 0.115
H 1.262085 0.592202 0.092879 0.1 -1.0 0.3 0.154
H 1.815835 -1.284282 -1.426715 -0.6 -0.4 -0.3 0.118
H 0.209208 -1.014612 -2.301806 0.2 -0.2 0.0 0.129
H 2.344320 0.856520 -1.981267 0.0 -0.2 0.2 0.078
H -0.607553 -1.832898 0.009229 0.0 0.5 -1.0 0.104
H 0.000793 -2.310347 2.208125 0.2 0.0 -0.3 0.074
H 0.838217 -0.741888 2.227707 0.0 0.0 0.2 0.077
H -0.925153 -0.839864 2.042767 -0.1 0.2 0.3 0.057
```
Forces are in eV/Å.

---

# 3
Computed, not measured: C3H3FN2O in the gas phase, with ωB97M-V/def2-TZVPD.

HOMO (alpha / beta), eV: -8.4 / -8.4
Lowest unoccupied orbital energy (alpha / beta), eV: -0.074 / -0.078
ΔE to the lowest compared entry with this formula, charge and spin, kJ/mol: 592.9
Kohn-Sham gap (alpha / beta), eV: 8.30 / 8.30
Total charge: 0

```
10
Properties=species:S:1:pos:R:3:forces:R:3:lowdin_charge:R:1
C 0.657465 0.872090 0.786862 0.1 0.2 0.7 -0.097
C -0.557489 0.147155 1.115714 0.8 0.1 -0.2 -0.147
C 1.224610 0.528463 -0.352672 -1.7 -1.9 -1.5 -0.070
N -0.975354 -0.771760 0.323095 -1.7 -0.4 -0.6 -0.017
N -0.213649 -1.203682 -0.616573 3.0 1.7 0.5 -0.071
O -0.755478 -1.418358 -1.828295 -0.7 -0.1 -0.1 -0.007
F 2.381212 0.725440 -0.932488 -0.2 0.1 0.7 0.086
H 0.934149 1.681034 1.447381 0.3 0.1 0.0 0.104
H -1.117113 0.344447 2.012236 -0.1 0.1 0.1 0.105
H -1.578353 -0.904829 -1.955260 0.3 0.0 0.4 0.114
```
Forces are in eV/Å.

---

# 4
Computed, not measured: a molecular structure, C12H12NO4SbSe4SiW, with ωB97M-V/def2-TZVPD.

HOMO (alpha / beta), eV: -7.7 / -7.7
Lowest unoccupied orbital energy (alpha / beta), eV: -1.605 / -1.605
ΔE to the lowest compared entry with this formula, charge and spin, kJ/mol: 4.5
Kohn-Sham gap (alpha / beta), eV: 6.13 / 6.13
Total charge: 0

```
36
Properties=species:S:1:pos:R:3:forces:R:3:lowdin_charge:R:1
W 0.830274 -0.032496 0.772204 0.3 0.5 -0.1 1.022
O 3.365172 0.815670 3.821519 0.0 0.0 -0.1 0.168
C 2.401071 0.522263 3.184272 0.1 -0.1 0.1 -0.496
O 2.237875 0.765585 1.871547 -0.3 -0.1 -0.1 -0.271
C 1.181404 -0.151332 3.742396 0.1 0.0 0.0 -0.158
C 0.910900 -0.388968 5.069075 0.0 0.0 0.0 0.040
C -0.316402 -0.965529 5.388405 -0.1 0.0 0.1 -0.011
C -1.225487 -1.265202 4.386976 0.1 0.0 0.0 0.045
C -0.873748 -0.995120 3.076433 -0.1 0.0 0.0 -0.141
N 0.311404 -0.467260 2.781355 0.0 0.1 0.1 -0.008
C -1.717802 -1.216698 1.856290 0.1 -0.2 -0.1 -0.561
O -2.792690 -1.766362 1.904625 0.0 0.1 0.0 0.102
O -1.112811 -0.745758 0.804931 0.0 -0.1 0.0 -0.229
H 1.636839 -0.122307 5.823300 0.0 0.0 0.0 0.132
H -0.564332 -1.166725 6.421936 0.0 0.0 0.0 0.118
H -2.195656 -1.693946 4.592346 0.0 0.0 0.0 0.133
Se 3.750938 -1.868237 -0.861609 -0.2 -0.1 0.0 -0.014
Sb 2.911464 0.475799 -1.227937 0.1 0.2 0.4 0.341
Se 1.628285 -2.277637 0.299825 0.2 0.2 -0.2 0.121
Se 4.599772 2.267076 -0.640475 0.1 -0.1 0.4 0.009
Se 4.170426 1.816018 -2.926111 -0.2 -0.2 -0.4 -0.001
C -1.269294 -1.202551 -3.064725 0.0 0.1 0.0 -0.170
Si -1.214932 0.657042 -3.190662 0.0 0.1 -0.1 0.419
C -2.911109 1.397391 -3.410930 0.0 0.0 0.0 -0.181
C -0.044342 1.201888 -4.542718 0.0 0.0 0.0 -0.185
C -0.531822 1.213917 -1.563649 0.1 0.1 0.5 -0.214
C -0.151266 1.356416 -0.396142 -0.2 -0.4 -0.5 -0.304
H -1.612822 -1.626065 -4.011076 0.0 -0.1 0.0 0.036
H -1.943134 -1.518464 -2.266745 0.0 0.0 0.0 0.040
H -0.281673 -1.611408 -2.838728 0.0 0.0 0.0 0.026
H -3.364605 1.056151 -4.344154 0.0 0.0 0.0 0.034
H -2.862438 2.487205 -3.442108 0.0 0.0 0.0 0.034
H -3.566680 1.107885 -2.588556 0.0 0.0 0.0 0.037
H -0.485055 1.059522 -5.531784 0.0 0.0 0.0 0.033
H 0.883776 0.625654 -4.505790 0.0 0.0 0.0 0.022
H 0.218502 2.256581 -4.443537 0.0 0.0 0.0 0.034
```
Forces are in eV/Å.